105
Properties=species:S:1:pos:R:3 method="wB97M-V/def2-TZVPD" lumo_ev=-1.6 energy_ev=-92325.3435 de_lowest_kcal_mol=78.8 gap_ev=5.5 total_charge=0 max_force_ha_per_bohr=0.202
Li 11.6110 41.0350 15.7390
Li 9.4510 36.6880 12.4810
S 10.9680 39.5490 13.1540
O 10.9910 39.8010 14.5210
O 10.5180 38.2710 12.8740
O 10.1100 40.4620 12.4480
O 12.3260 39.6950 12.5380
C 5.9370 41.6380 14.7720
C 4.6900 40.8720 15.0320
C 4.4690 39.6280 14.4120
C 5.5480 39.0280 13.7380
C 6.7880 39.7450 13.4290
C 6.9510 41.0430 13.9980
O 8.2030 41.6260 13.9330
O 3.3410 38.9740 14.5360
H 6.1310 42.5180 15.0870
H 4.0340 41.2690 15.6420
H 5.6540 38.0320 13.6400
H 7.5500 39.2340 13.1820
H 9.0270 41.1870 13.2240
H 3.3780 37.8910 14.5970
C 7.0910 40.3040 8.3670
C 6.8680 41.1360 7.2340
C 7.8340 42.1780 6.9330
C 8.8700 42.3670 7.8060
C 9.1470 41.5990 8.9320
C 8.2210 40.5830 9.1710
O 8.4000 39.8070 10.3350
O 7.5010 42.9960 5.8810
H 6.3780 39.4920 8.4540
H 5.9870 40.8860 6.6780
H 9.2940 43.2500 7.3950
H 9.8980 41.9720 9.5850
H 8.8120 40.4640 10.9460
H 8.2660 43.0990 5.2140
C 13.5770 41.8650 9.9240
C 14.1160 42.2500 8.5860
C 15.4120 42.5140 8.3840
C 16.2780 42.4400 9.4280
C 15.7930 42.0080 10.7340
C 14.4760 41.7060 10.8940
O 14.1200 41.4130 12.2160
O 15.9050 42.9260 7.1570
H 12.5480 41.7130 10.2280
H 13.2450 42.3610 7.9000
H 17.3570 42.6060 9.1110
H 16.6160 41.8290 11.4350
H 13.3760 40.7570 12.2690
H 16.8010 42.6940 7.0240
C 16.4590 40.0060 16.3060
C 17.5570 40.5600 17.0130
C 18.2040 41.7100 16.5380
C 17.7530 42.4270 15.4640
C 16.5850 41.9420 14.7940
C 16.0050 40.6920 15.1200
O 14.9810 40.2290 14.4220
O 19.4810 42.0920 17.1540
H 15.9200 38.9650 16.3530
H 18.1410 39.8560 17.7990
H 18.2760 43.3300 15.0330
H 16.2340 42.2000 13.8770
H 14.6880 40.7470 13.6710
H 19.7900 42.6100 16.5060
C 14.2110 38.1560 10.0290
C 14.6430 37.6080 8.8160
C 15.6480 36.6450 8.8080
C 16.1200 36.0760 10.0150
C 15.7180 36.5960 11.1960
C 14.7880 37.6460 11.1600
O 14.2790 38.1350 12.3780
O 16.1540 36.2190 7.6580
H 13.7230 38.9300 10.1180
H 14.2850 38.1810 7.9180
H 16.9430 35.0750 9.8710
H 16.0930 36.1910 11.9780
H 13.5190 38.7800 12.2830
H 15.6890 36.8000 6.8200
C 10.8030 45.1770 12.0030
C 10.0870 46.3020 11.4930
C 8.6500 46.1290 11.2760
C 8.0410 44.8560 11.3470
C 8.8630 43.7240 11.6660
C 10.2250 43.9130 12.0090
O 11.0250 42.8650 12.2650
O 7.8350 47.0650 10.5700
H 11.8300 45.4570 12.3420
H 10.5030 47.3730 11.4080
H 7.0860 44.8100 11.1990
H 8.4060 42.8820 11.5480
H 10.5580 41.9820 12.3930
H 8.1280 47.9390 10.5910
C 8.5840 35.7190 17.9060
C 9.8790 36.1130 17.4820
C 9.9320 37.1870 16.6220
C 8.8850 37.8070 16.1600
C 7.6220 37.4280 16.6170
C 7.4640 36.4230 17.4630
O 6.2790 36.0460 17.9990
O 11.1890 37.4330 16.0840
H 8.5130 34.8420 18.7710
H 10.6070 35.4970 17.7980
H 9.0060 38.6020 15.4780
H 6.7170 37.7490 16.4360
H 6.1130 35.4330 18.7250
H 11.2220 38.3080 15.5280